No. 1
This record from OMol25 describes CHNO3S in the gas phase in a non-equilibrium geometry. The level of theory is ωB97M-V with the def2-TZVPD basis set.

## Properties
- molar mass (g/mol) = 107.09
- lowest unoccupied orbital energy (alpha / beta) (eV) = -0.84 / -1.12
- HOMO-LUMO gap (alpha / beta) (eV) = 8.17 / 8.43
- HOMO level (alpha / beta) (eV) = -9.0 / -9.5
- net charge = 0
- calculated total energy (eV) = -19516.019

Last column: Löwdin charge in e.
Element x y z (Å)
C 0.346 0.274 0.454  -0.524
N 2.531 -1.732 -0.227  0.159
O 3.314 -0.905 -0.089  -0.292
O 1.225 0.676 -0.404  -0.463
O 0.420 0.115 1.628  0.078
S 2.790 1.039 0.005  0.886
H -0.514 0.126 -0.245  0.156

---

No. 2
This record from OMol25 describes a molecular structure, C14H30IMoO2P2Si in a non-equilibrium geometry. The level of theory is ωB97M-V with the def2-TZVPD basis set.

## Properties
- molar mass (g/mol) = 543.27
- lowest unoccupied orbital energy (alpha / beta) (eV) = -12.61 / -12.77
- HOMO-LUMO gap (alpha / beta) (eV) = 5.10 / 4.88
- HOMO level (alpha / beta) (eV) = -17.7 / -17.7
- spin multiplicity = 3
- net charge = +3
- calculated total energy (eV) = -55480.997

Last column: Löwdin charge in e.
Element x y z (Å)
C 0.003 0.292 -6.243  0.084
C 0.011 1.216 -5.117  0.062
H 0.005 0.826 -7.230  0.179
H -0.908 -0.337 -6.138  0.146
H 0.903 -0.352 -6.139  0.146
O 0.021 2.287 -4.645  0.343
I -0.030 -2.702 -1.995  0.477
Mo 0.000 -0.013 -1.495  0.651
P 2.301 -0.158 -0.855  0.671
C 2.972 1.173 0.185  -0.202
C 2.669 -1.643 0.141  -0.233
H 3.730 -1.648 0.431  0.088
H 4.464 -0.320 -1.897  0.088
H 2.432 -2.531 -0.454  -0.005
H 3.151 -1.034 -2.906  0.045
H 2.554 1.056 1.191  0.050
H 2.028 -1.628 1.030  0.039
C 3.436 -0.194 -2.263  -0.218
H 4.067 1.095 0.206  0.084
H 3.352 0.750 -2.818  0.059
H 2.675 2.154 -0.208  0.058
P -2.304 -0.115 -0.852  0.671
C -2.950 1.230 0.186  -0.202
C -3.440 -0.133 -2.259  -0.218
H -2.478 -2.486 -0.448  -0.006
H -3.758 -1.577 0.437  0.088
H -2.056 -1.589 1.034  0.038
C -2.697 -1.592 0.146  -0.234
H -3.172 -0.979 -2.901  0.045
H -4.470 -0.240 -1.892  0.088
H -4.046 1.173 0.206  0.084
H -2.634 2.204 -0.208  0.058
H -3.340 0.808 -2.817  0.059
H -2.534 1.106 1.191  0.050
C 0.017 1.996 -1.446  -0.221
O 0.030 3.170 -1.318  0.166
C 1.516 -1.014 4.238  -0.169
Si 0.000 -0.075 3.648  0.454
C -1.516 -1.012 4.235  -0.169
C -0.001 1.699 4.291  -0.154
C -0.002 0.008 1.807  -0.087
C 0.002 0.118 0.556  -0.357
H 1.497 -1.132 5.329  0.060
H 2.432 -0.472 3.975  0.036
H 1.563 -2.015 3.790  0.038
H -1.499 -1.131 5.327  0.060
H -2.432 -0.469 3.972  0.036
H -1.565 -2.013 3.786  0.039
H 0.885 2.219 3.906  0.037
H -0.894 2.214 3.917  0.037
H 0.005 1.812 5.383  0.062

---

No. 3
This record from OMol25 describes a gas-phase ion, C4H9BrN3 (charge +1) in a non-equilibrium geometry. The level of theory is ωB97M-V with the def2-TZVPD basis set.

## Properties
- molar mass (g/mol) = 179.04
- lowest unoccupied orbital energy (eV) = -3.71
- SMILES = C/N=C(\Br)CC(N)=[NH2+]
- HOMO-LUMO gap (eV) = 10.06
- HOMO level (eV) = -13.8
- net charge = +1
- calculated total energy (eV) = -78799.579

Last column: Löwdin charge in e.
Element x y z (Å)
C -0.506 0.754 -0.468  -0.686
C 0.734 -1.346 -0.360  -0.367
C -1.267 2.268 1.224  -0.114
C -0.523 -0.799 -0.849  -0.103
N -0.973 0.993 0.661  -0.040
N 1.816 -1.122 -1.053  0.244
N 0.807 -1.899 0.857  0.267
Br 0.241 2.002 -1.784  0.731
H -0.899 3.222 0.682  0.099
H -1.055 2.302 2.282  0.076
H -2.397 2.145 1.207  0.120
H -0.619 -0.937 -1.930  0.118
H -1.484 -1.406 -0.423  0.193
H 1.645 -0.616 -1.820  0.043
H 2.821 -1.450 -0.882  0.207
H 0.023 -1.948 1.411  0.108
H 1.635 -2.163 1.245  0.102

---

No. 4
This record from OMol25 describes C6H10O in the gas phase in a non-equilibrium geometry. The level of theory is ωB97M-V with the def2-TZVPD basis set.

## Properties
- molar mass (g/mol) = 98.14
- lowest unoccupied orbital energy (eV) = 1.10
- SMILES = C[C@H]1OC[C@H]2C[C@H]21
- HOMO-LUMO gap (eV) = 9.45
- HOMO level (eV) = -8.4
- net charge = 0
- calculated total energy (eV) = -8429.002

Last column: Löwdin charge in e.
Element x y z (Å)
C -2.030 -0.499 0.289  -0.030
C -0.850 0.003 -0.517  -0.353
O -0.595 1.371 -0.169  -0.091
C 0.769 1.608 -0.379  -0.192
C 1.499 0.295 -0.242  -0.144
C 1.027 -0.874 1.040  0.008
C 0.467 -0.743 -0.312  -0.312
H -2.910 0.124 0.103  0.083
H -1.797 -0.484 1.358  0.082
H -2.267 -1.530 0.007  0.086
H -1.064 -0.036 -1.594  0.149
H 1.109 1.502 -1.470  0.145
H 1.057 2.537 0.161  0.139
H 2.554 0.328 -0.477  0.120
H 0.750 -0.257 1.879  0.080
H 1.654 -1.748 1.277  0.084
H 0.628 -1.596 -0.953  0.145